[1]
C7H8 | ωB97M-V with the def2-TZVPD basis set

```
15
Properties=species:S:1:pos:R:3:forces:R:3:lowdin_charge:R:1
C 1.4612 0.8913 -1.9276 -0.14 0.03 0.41 0.1010
C -0.5944 0.0022 0.6896 0.01 0.02 0.05 -0.3834
C -0.0471 -1.3621 1.1224 0.03 -0.09 0.00 -0.0730
C 1.1463 0.9877 -0.7662 0.02 -0.05 -0.42 -0.1531
C -1.3329 -0.0968 -0.6244 0.21 0.08 -0.42 -0.2616
C -1.0434 0.1350 -1.8826 -0.14 -0.12 0.63 0.1641
C 0.5560 1.0346 0.5710 0.05 0.08 0.01 -0.1688
H 0.1830 2.0462 0.7672 0.04 -0.13 -0.12 0.1241
H -2.3487 -0.5181 -0.6272 0.04 0.05 -0.05 0.1039
H -0.8283 -2.1275 1.1317 0.07 0.11 -0.03 0.0793
H 1.7480 0.8199 -2.9554 -0.03 0.02 0.25 0.0484
H 1.3151 0.8206 1.3327 -0.11 0.04 -0.11 0.1183
H 0.3767 -1.3024 2.1319 -0.05 0.01 -0.17 0.0792
H 0.7388 -1.6842 0.4306 -0.12 0.02 0.08 0.0890
H -1.2949 0.3593 1.4558 0.14 -0.05 -0.11 0.1326
```
Forces are in eV/Å.

## Properties
DFT total energy (eV): -7383.1014
2S+1: 1
Frontier orbital gap (hartree): 0.3742
HOMO (eV): -9.61

***

[2]
C7H8 | ωB97M-V with the def2-TZVPD basis set

```
15
Properties=species:S:1:pos:R:3:forces:R:3:lowdin_charge:R:1
C -0.7459 0.1841 1.2752 -0.12 0.05 0.10 -0.0463
C 1.9390 -1.5663 0.8504 -0.29 0.27 -0.25 0.1352
C -0.9271 -0.6698 -1.1262 -0.06 -0.06 -0.04 -0.0418
C 1.1301 -0.8695 0.2940 0.37 -0.32 0.27 -0.1023
C 0.4362 1.2910 -0.6179 0.14 0.48 -0.21 -0.0965
C 0.7310 2.3482 -1.1139 -0.12 -0.46 0.25 0.1356
C -0.0134 -0.0077 -0.0741 0.04 0.00 0.03 -0.5776
H -1.7929 -0.0247 -1.3093 0.14 -0.10 0.06 0.0892
H 1.0011 3.2850 -1.5506 -0.04 -0.18 0.10 0.0282
H 2.6372 -2.1661 1.3898 -0.01 0.05 -0.23 0.0292
H -1.0307 -0.8031 1.6528 -0.03 0.18 -0.06 0.0898
H -0.3968 -0.8021 -2.0739 -0.04 0.00 0.19 0.0897
H -0.0557 0.6340 1.9938 -0.17 -0.01 -0.09 0.0915
H -1.2764 -1.6457 -0.7760 0.08 0.14 0.00 0.0879
H -1.6356 0.8126 1.1860 0.11 -0.04 -0.13 0.0881
```
Forces are in eV/Å.

## Properties
SMILES string: C#CC(C)(C)C#C
DFT total energy (eV): -7384.8581
2S+1: 1
Frontier orbital gap (hartree): 0.4031
HOMO (eV): -9.99

***

[3]
C7H8 | ωB97M-V with the def2-TZVPD basis set

```
15
Properties=species:S:1:pos:R:3:forces:R:3:lowdin_charge:R:1
C -0.1783 -0.2427 -2.3637 -0.05 -0.03 0.14 0.0932
C -0.3026 -0.2508 -1.0490 0.04 0.02 -0.16 -0.2180
C -2.2488 -1.4443 0.3282 0.61 0.39 -0.12 0.2019
C -0.2556 1.4171 0.9048 -0.05 0.04 0.00 -0.0232
C -1.2126 -0.7906 -0.0512 -0.82 -0.53 0.17 -0.2949
C 1.1473 -0.7346 1.0132 0.02 -0.06 0.02 -0.0233
C 0.0371 0.0431 0.3325 0.23 0.14 -0.01 -0.4189
H -1.0772 1.8991 0.3696 0.12 -0.08 0.07 0.0931
H -0.5284 1.3318 1.9617 0.06 0.01 -0.16 0.0907
H 1.2777 -1.7177 0.5545 -0.03 0.15 0.06 0.0932
H 0.6360 2.0498 0.8282 -0.11 -0.11 -0.01 0.0881
H 0.9125 -0.8708 2.0738 0.04 0.03 -0.16 0.0906
H -0.9268 -0.7626 -2.9497 0.11 0.07 -0.04 0.0733
H 2.0901 -0.1810 0.9366 -0.14 -0.06 -0.02 0.0882
H 0.6296 0.2544 -2.8894 -0.03 -0.01 0.21 0.0659
```
Forces are in eV/Å.

## Properties
DFT total energy (eV): -7383.1433
2S+1: 1
Frontier orbital gap (hartree): 0.3404
HOMO (eV): -9.38